# C5H9NO

2 unconnected molecules or ions with the total composition C5H9NO at a distorted geometry (wB97M-V/def2-TZVPD, the Open Molecules 2025 dataset).

Last column: natural (NBO) charge in e.
CARTESIAN COORDINATES (ANGSTROEM)
C (-0.1182, 2.5421, 0.3198)  -0.248
C (-1.0838, -2.0369, 1.1777)  -0.381
C (-0.5940, -1.1782, 0.2909)  -0.161
O (0.8843, 1.8389, -0.3913)  -0.735
C (0.8047, -1.2529, -0.2622)  -0.560
C (0.8103, -1.2066, -1.7305)  0.301
N (0.7912, -1.1494, -2.8859)  -0.342
H (-1.1209, 2.1265, 0.1437)  0.160
H (0.1195, 2.4404, 1.3817)  0.185
H (-0.1327, 3.6119, 0.0716)  0.169
H (-2.0898, -1.9354, 1.5741)  0.206
H (-0.5042, -2.8796, 1.5517)  0.194
H (-1.1896, -0.3385, -0.0599)  0.205
H (0.7444, 1.9677, -1.3372)  0.475
H (1.3018, -2.1658, 0.0761)  0.246
H (1.3770, -0.3841, 0.0798)  0.287

Properties
- Lowest unoccupied orbital energy: 0.03048 Ha
- Charge: 0
- Energy relative to the best compared isomer or geometry (same formula, charge and spin): 49.9 kcal per mole

# C6H12

2 unconnected molecules or ions with the total composition C6H12 at a distorted geometry (wB97M-V/def2-TZVPD, the Open Molecules 2025 dataset).

Last column: natural (NBO) charge in e.
CARTESIAN COORDINATES (ANGSTROEM)
C (-1.8813, -0.8484, 0.3132)  -0.609
C (-0.6730, -0.2921, 1.0461)  -0.371
C (0.4634, -1.2102, 1.2163)  -0.622
H (-0.9420, 0.2411, 1.9561)  0.205
H (-2.6299, -0.0761, 0.1479)  0.207
H (-1.5859, -1.2333, -0.6639)  0.203
H (-2.3404, -1.6622, 0.8746)  0.202
H (1.1038, -0.9766, 2.0631)  0.211
H (0.2059, -2.2686, 1.2379)  0.210
C (1.8447, 0.2762, -0.9035)  -0.512
C (0.8179, 1.1456, -0.9250)  0.013
C (0.1629, 2.1308, -1.4889)  -0.450
H (-0.1927, 0.5509, 0.2541)  0.203
H (1.1761, -0.9746, 0.2823)  0.222
H (2.6852, 0.4525, -0.2366)  0.227
H (2.0284, -0.3925, -1.7355)  0.233
H (-0.9029, 2.2578, -1.3453)  0.209
H (0.6597, 2.8797, -2.0928)  0.219

Properties
- Lowest unoccupied orbital energy: 0.03296 Ha
- Charge: 0
- Energy relative to the best compared isomer or geometry (same formula, charge and spin): 89.1 kcal per mole

# C2H3N2O2

A gas-phase ion, C2H3N2O2 (charge -1) at a distorted geometry (wB97M-V/def2-TZVPD, the Open Molecules 2025 dataset).

Last column: natural (NBO) charge in e.
CARTESIAN COORDINATES (ANGSTROEM)
C (-2.1074, 0.2052, -0.1880)  0.405
C (1.4046, 0.2034, 0.0877)  -0.274
N (-3.1373, 0.6594, -0.4495)  -0.531
N (-0.9567, -0.2772, 0.1146)  0.014
O (-0.5081, -1.5676, 0.0175)  -0.678
O (0.1714, 0.8070, 0.0766)  -0.457
H (1.8574, 0.4890, -0.8106)  0.162
H (1.2732, -0.8666, -0.0147)  0.241
H (2.0029, 0.3474, 1.1664)  0.118

Properties
- Lowest unoccupied orbital energy: 0.15649 Ha
- Charge: -1
- Energy relative to the best compared isomer or geometry (same formula, charge and spin): 93.6 kcal per mole

# C41H44BrFN3O5S3Y

A molecular structure, C41H44BrFN3O5S3Y (wB97M-V/def2-TZVPD, the Open Molecules 2025 dataset).

Last column: Löwdin charge in e.
CARTESIAN COORDINATES (ANGSTROEM)
Y (-0.1437, -0.0900, 0.1275)  1.239
O (4.9807, -4.1100, 0.2276)  0.056
C (4.0171, -3.1554, 0.0809)  -0.305
C (3.7882, -2.1808, 1.0418)  0.017
C (2.7953, -1.2546, 0.8072)  -0.112
N (2.0408, -1.2742, -0.3001)  -0.039
C (2.2916, -2.1978, -1.2038)  -0.709
Br (1.2982, -2.1279, -2.8227)  0.766
C (3.2658, -3.1730, -1.0828)  -0.048
H (5.4518, -3.9421, 1.0499)  0.101
H (4.3726, -2.1209, 1.9515)  0.114
H (2.6051, -0.4452, 1.5034)  0.102
H (3.4436, -3.9009, -1.8582)  0.106
S (3.5092, 4.2494, 0.3989)  0.212
C (2.9367, 2.7536, -0.1888)  -1.882
S (1.3176, 2.2783, 0.3716)  0.341
S (3.7825, 1.7248, -1.2338)  0.268
C (-3.8085, -1.2480, 5.4319)  0.015
C (-3.5134, 0.1034, 4.7998)  -0.577
C (-4.2431, 1.2395, 5.4941)  0.012
O (-3.9004, 0.0873, 3.4396)  -0.013
C (-2.7518, 0.0268, 2.5943)  -0.142
C (-1.5619, 0.3552, 3.5081)  -0.119
O (-2.1216, 0.3829, 4.8285)  -0.008
C (-0.3499, -0.6424, 3.3945)  -0.409
O (-0.1715, -0.9874, 2.0734)  -0.291
C (0.9781, -0.0124, 3.8695)  -0.125
C (2.0146, -0.8387, 4.3141)  -0.055
C (3.2916, -0.3428, 4.5179)  -0.113
C (3.5734, 0.9944, 4.2553)  -0.101
C (2.5635, 1.8231, 3.8008)  -0.076
C (1.2756, 1.3234, 3.6283)  -0.052
C (-0.6562, -1.9035, 4.2185)  -0.150
C (-1.0348, -3.0612, 3.5518)  -0.017
C (-1.3464, -4.2205, 4.2561)  -0.094
C (-1.2636, -4.2432, 5.6390)  -0.120
C (-0.8635, -3.0935, 6.3138)  -0.103
C (-0.5719, -1.9387, 5.6098)  -0.057
C (-2.9211, 1.0287, 1.4124)  -0.420
O (-1.7070, 1.1456, 0.7832)  -0.315
C (-3.3452, 2.4014, 1.9602)  -0.139
C (-4.6388, 2.6715, 2.4046)  -0.056
C (-4.9784, 3.9231, 2.8899)  -0.105
C (-4.0223, 4.9331, 2.9465)  -0.116
C (-2.7363, 4.6756, 2.5013)  -0.076
C (-2.4007, 3.4202, 2.0032)  -0.005
C (-3.9395, 0.5408, 0.3636)  -0.112
C (-4.1869, -0.8066, 0.1306)  -0.018
C (-4.9827, -1.2150, -0.9334)  -0.086
C (-5.5358, -0.2833, -1.7951)  -0.117
C (-5.2838, 1.0673, -1.5852)  -0.097
C (-4.4965, 1.4685, -0.5185)  -0.038
H (-4.8874, -1.4176, 5.4503)  0.085
H (-3.4245, -1.2795, 6.4519)  0.086
H (-3.3358, -2.0458, 4.8621)  0.077
H (-5.3222, 1.1113, 5.3895)  0.087
H (-3.9527, 2.1837, 5.0376)  0.080
H (-3.9899, 1.2577, 6.5556)  0.084
H (-2.6291, -0.9850, 2.2042)  0.135
H (-1.2166, 1.3628, 3.2854)  0.127
H (1.8265, -1.8929, 4.4739)  0.113
H (4.0796, -1.0059, 4.8597)  0.088
H (4.5802, 1.3781, 4.3694)  0.094
H (2.7731, 2.8455, 3.5113)  0.097
H (0.5411, 1.9961, 3.2103)  0.082
H (-1.0683, -3.0341, 2.4697)  0.116
H (-1.6482, -5.1103, 3.7155)  0.092
H (-1.4997, -5.1461, 6.1902)  0.086
H (-0.7888, -3.0964, 7.3956)  0.093
H (-0.2718, -1.0446, 6.1414)  0.124
H (-5.3858, 1.8886, 2.3668)  0.120
H (-5.9908, 4.1118, 3.2295)  0.091
H (-4.2847, 5.9130, 3.3287)  0.086
H (-1.9807, 5.4517, 2.5285)  0.100
H (-1.4035, 3.2244, 1.6250)  0.094
H (-3.7342, -1.5654, 0.7513)  0.109
H (-5.1406, -2.2737, -1.0989)  0.096
H (-6.1453, -0.6039, -2.6322)  0.087
H (-5.6953, 1.8112, -2.2576)  0.092
H (-4.2952, 2.5229, -0.3721)  0.116
C (-1.4014, 2.8300, -4.4163)  -0.061
C (-0.4809, 3.1118, -3.2329)  -0.639
C (-1.2496, 3.8324, -2.1139)  -0.046
C (0.7033, 3.9739, -3.6627)  -0.044
N (0.1206, 1.8571, -2.7711)  -0.066
N (-0.7860, 0.9365, -2.1726)  -0.040
H (-1.7134, 3.7646, -4.8887)  0.073
H (-2.3040, 2.2997, -4.1026)  0.066
H (-0.8820, 2.2190, -5.1576)  0.077
H (-1.5770, 4.8212, -2.4471)  0.079
H (-0.6085, 3.9506, -1.2377)  0.064
H (-2.1461, 3.2856, -1.8093)  0.059
H (0.3569, 4.9199, -4.0854)  0.076
H (1.3026, 3.4453, -4.4056)  0.082
H (1.3506, 4.1890, -2.8093)  0.085
H (0.8022, 2.0730, -2.0429)  0.006
H (-1.0860, 0.2521, -2.8522)  0.074
H (-1.6097, 1.3814, -1.7682)  0.055
F (-1.1535, -1.6839, -0.7753)  -0.567

Properties
- Lowest unoccupied orbital energy: 0.14116 Ha
- Charge: -2
- Energy relative to the best compared isomer or geometry (same formula, charge and spin): 4.7 kcal per mole